The following is a DFT calculation (ωB97M-V/def2-TZVPD) of a cluster of 10 separate species, C39H71N5O11 in total in a non-equilibrium geometry.

```
! RIJCOSX wB97M-V def2-TZVPD def2/J DEFGRID3
* xyz 0 1
O 3.367 -8.785 -10.341
C 3.826 -7.790 -10.872
O 4.160 -6.591 -10.283
C 3.877 -6.389 -8.848
C 4.693 -5.206 -8.260
C 4.140 -7.817 -12.387
H 4.080 -7.277 -8.249
H 2.813 -6.165 -8.761
H 4.312 -4.899 -7.286
H 4.728 -4.355 -8.940
H 5.712 -5.546 -8.075
H 4.584 -8.811 -12.451
H 4.869 -7.111 -12.785
H 3.175 -7.956 -12.873
O -1.848 0.101 7.051
C -1.232 0.710 7.918
O -1.695 1.703 8.801
C -3.182 1.829 8.804
C -3.740 1.493 10.192
C 0.240 0.570 8.015
H -3.721 1.281 8.030
H -3.412 2.857 8.524
H -3.313 1.934 11.093
H -3.532 0.424 10.168
H -4.814 1.671 10.254
H 0.572 -0.309 8.567
H 0.659 1.450 8.505
H 0.621 0.314 7.027
O -5.848 -4.098 -0.265
C -6.837 -4.505 -0.818
O -7.318 -4.100 -1.972
C -6.594 -3.244 -2.829
C -7.505 -3.062 -3.990
C -7.686 -5.621 -0.179
H -5.737 -3.814 -3.189
H -6.221 -2.304 -2.423
H -8.452 -2.623 -3.677
H -7.654 -3.953 -4.600
H -7.038 -2.240 -4.532
H -7.253 -6.614 -0.301
H -8.471 -5.726 -0.927
H -8.023 -5.321 0.813
O 1.004 -6.920 4.113
C 1.152 -7.862 3.311
O 1.826 -7.869 2.113
C 2.364 -6.776 1.427
C 3.810 -6.975 0.885
C 0.668 -9.250 3.527
H 2.263 -5.954 2.136
H 1.649 -6.642 0.615
H 4.153 -6.119 0.304
H 3.846 -7.760 0.129
H 4.523 -7.194 1.680
H 0.264 -9.755 2.650
H -0.015 -9.413 4.360
H 1.563 -9.784 3.849
C -8.087 0.923 0.771
C -9.063 1.747 -0.151
C -10.482 1.981 0.464
C -11.235 0.793 0.599
N -11.790 -0.203 0.706
H -7.556 1.612 1.427
H -7.397 0.399 0.109
H -8.694 0.203 1.319
H -9.073 1.332 -1.159
H -8.696 2.728 -0.456
H -11.130 2.529 -0.221
H -10.602 2.477 1.427
C 0.135 0.086 0.842
C -0.867 -1.149 0.733
C -0.836 -1.874 -0.638
C 0.477 -2.110 -1.137
N 1.536 -2.305 -1.600
H -0.131 0.816 0.078
H 1.160 -0.156 0.561
H 0.265 0.424 1.870
H -1.852 -0.703 0.866
H -0.753 -1.878 1.536
H -1.409 -1.155 -1.224
H -1.444 -2.778 -0.596
C 4.472 4.894 -6.923
C 5.290 3.901 -6.106
C 4.694 2.491 -6.100
C 3.376 2.306 -5.322
N 2.354 2.197 -4.780
H 4.968 5.823 -7.206
H 3.517 5.281 -6.569
H 4.201 4.578 -7.930
H 5.113 4.242 -5.085
H 6.374 3.872 -6.211
H 5.536 1.933 -5.690
H 4.419 2.193 -7.111
C 3.136 6.774 -0.981
C 1.927 6.921 -0.038
C 0.648 6.994 -0.890
C -0.633 7.198 -0.122
N -1.617 7.293 0.540
H 2.890 6.471 -1.999
H 3.848 6.037 -0.612
H 3.586 7.763 -0.900
H 2.131 7.677 0.720
H 1.788 5.958 0.453
H 0.510 6.147 -1.562
H 0.660 7.818 -1.604
C 7.606 5.149 2.529
C 7.728 3.639 2.901
C 6.973 2.585 2.156
C 7.117 2.694 0.699
N 7.290 2.712 -0.454
H 7.711 5.282 1.453
H 8.230 5.881 3.042
H 6.614 5.516 2.791
H 7.394 3.575 3.936
H 8.760 3.313 3.025
H 5.903 2.574 2.367
H 7.210 1.560 2.441
C -0.226 7.378 7.288
C -1.163 7.256 6.086
O -0.522 6.254 5.244
C 0.695 5.990 5.757
O 1.433 5.138 5.378
O 0.962 6.787 6.839
H -0.382 6.757 8.170
H -0.166 8.435 7.546
H -1.032 8.179 5.522
H -2.165 7.013 6.440
*
```

The HOMO energy is -10.06 eV. The energy above the lowest of the compared OMol25 structures with the same formula, charge and spin is 132.8 kcal per mole. For the gap between HOMO and LUMO, the calculation gives 0.3842 Eh. The calculation puts the largest force on an atom at 4.6 eV/A. Its structure (SMILES) is CCOC(C)=O.CCOC(C)=O.CCOC(C)=O.CCOC(C)=O.O=C1OCCO1.CCCC#N.CCCC#N.CCCC#N.CCCC#N.CCCC#N. The molecular weight comes out at 786.02 g mol⁻¹. The value obtained for the calculated total energy is -2629.87388 hartree.

Löwdin atomic charge list, values in e, 8 entries: number 1, O, carries 0.0795; number 2, C, carries -0.4980; number 3, O, carries -0.0296; number 4, C, carries -0.1909; number 5, C, carries -0.0686; number 6, C, carries 0.0156; number 7, H, carries 0.1149; number 8, H, carries 0.1161

***

The following is a DFT calculation (ωB97M-V/def2-TZVPD) of a cluster of 13 separate species, C39H72O39 in total in a non-equilibrium geometry.

```
! RIJCOSX wB97M-V def2-TZVPD def2/J DEFGRID3
* xyz 0 1
C 0.389 4.764 -1.494
C 1.144 5.025 -2.825
O 0.205 5.812 -3.547
C -0.986 5.834 -2.956
O -1.989 6.261 -3.450
O -0.940 5.119 -1.820
H 0.732 5.280 -0.599
H 0.496 3.696 -1.303
H 1.407 4.121 -3.366
H 2.040 5.607 -2.605
C 3.873 -3.053 1.506
C 5.243 -3.745 1.639
O 5.165 -4.341 2.932
C 3.865 -4.535 3.250
O 3.438 -5.254 4.088
O 3.108 -3.821 2.400
H 3.581 -3.136 0.462
H 3.956 -2.035 1.892
H 6.093 -3.067 1.645
H 5.383 -4.538 0.902
C 5.573 4.420 -2.301
C 5.490 2.880 -2.559
O 4.249 2.572 -1.950
C 3.850 3.514 -1.120
O 2.988 3.411 -0.294
O 4.490 4.694 -1.393
H 5.333 4.893 -3.252
H 6.555 4.708 -1.941
H 6.401 2.445 -2.153
H 5.372 2.716 -3.626
C 0.366 1.619 0.985
O 0.932 0.319 0.958
C 0.188 -0.772 0.886
O -1.015 -0.741 0.878
O 0.936 -1.836 0.696
C 0.333 -3.124 0.783
H 1.057 2.339 1.404
H -0.561 1.673 1.553
H 0.096 1.940 -0.023
H -0.483 -3.233 0.062
H -0.026 -3.316 1.791
H 1.058 -3.828 0.386
C -3.087 -0.808 3.431
O -3.562 0.438 3.936
C -2.656 1.348 4.238
O -1.461 1.213 4.167
O -3.278 2.462 4.567
C -2.527 3.621 4.895
H -2.473 -1.354 4.149
H -2.328 -0.511 2.700
H -3.781 -1.461 2.921
H -3.242 4.440 4.835
H -1.755 3.759 4.138
H -2.131 3.605 5.909
C -4.071 -2.203 -0.102
O -4.740 -1.174 0.636
C -5.955 -0.806 0.212
O -6.483 -1.150 -0.801
O -6.417 0.018 1.152
C -7.390 0.956 0.757
H -4.472 -3.147 0.278
H -2.999 -2.057 -0.036
H -4.389 -2.242 -1.145
H -8.295 0.544 0.297
H -7.139 1.684 -0.021
H -7.701 1.499 1.644
C -4.855 -0.714 -5.401
O -4.272 -1.078 -4.162
C -2.958 -1.066 -4.070
O -2.160 -0.725 -4.906
O -2.638 -1.347 -2.820
C -1.305 -1.435 -2.330
H -5.287 -1.587 -5.885
H -4.192 -0.144 -6.051
H -5.659 -0.011 -5.171
H -0.558 -1.447 -3.125
H -1.204 -2.365 -1.777
H -1.133 -0.567 -1.697
C 0.177 -5.449 5.360
O 0.632 -4.140 5.589
C 0.223 -3.155 4.809
O -0.580 -3.272 3.910
O 0.902 -2.056 5.131
C 1.065 -1.057 4.145
H 0.614 -5.930 4.486
H -0.913 -5.496 5.326
H 0.430 -6.072 6.217
H 0.164 -0.472 3.959
H 1.541 -1.373 3.212
H 1.846 -0.415 4.558
C 0.242 1.421 -5.653
O 0.898 0.441 -4.846
C 1.179 0.759 -3.599
O 0.829 1.750 -2.998
O 2.061 -0.118 -3.147
C 2.526 -0.078 -1.810
H -0.702 1.737 -5.219
H 0.084 1.014 -6.647
H 0.897 2.280 -5.810
H 3.543 0.306 -1.782
H 2.620 -1.068 -1.364
H 1.953 0.506 -1.096
C 2.024 -3.557 -2.888
O 1.275 -3.515 -4.094
C 1.249 -4.610 -4.848
O 1.896 -5.609 -4.653
O 0.366 -4.397 -5.819
C -0.042 -5.560 -6.521
H 1.932 -2.660 -2.291
H 3.052 -3.747 -3.199
H 1.790 -4.384 -2.212
H -0.611 -6.224 -5.871
H 0.770 -6.096 -7.011
H -0.710 -5.282 -7.335
C 1.003 4.728 2.805
O 2.174 5.365 3.297
C 2.280 6.615 3.690
O 3.312 7.099 4.079
O 1.129 7.284 3.639
C 1.130 8.647 3.999
H 0.125 5.185 3.256
H 1.030 3.703 3.178
H 1.020 4.662 1.719
H 1.631 9.248 3.238
H 1.643 8.816 4.945
H 0.111 9.017 4.076
C 0.622 -6.227 1.511
O 0.985 -7.179 0.519
C 2.001 -6.818 -0.233
O 2.598 -5.771 -0.158
O 2.248 -7.771 -1.117
C 3.192 -7.477 -2.115
H -0.189 -6.575 2.148
H 0.115 -5.390 1.033
H 1.454 -5.865 2.109
H 3.390 -8.365 -2.709
H 4.135 -7.119 -1.692
H 2.872 -6.691 -2.806
C -3.161 1.775 0.627
O -3.727 3.073 0.859
C -2.914 4.058 1.204
O -1.758 3.951 1.548
O -3.641 5.169 1.226
C -3.060 6.393 1.617
H -2.912 1.275 1.557
H -2.311 1.828 -0.051
H -3.912 1.211 0.080
H -3.281 7.169 0.881
H -1.968 6.388 1.568
H -3.416 6.688 2.600
*
```

The HOMO energy is -10.56 eV. The energy above the lowest of the compared OMol25 structures with the same formula, charge and spin is 36.7 kcal per mole. For the gap between HOMO and LUMO, the calculation gives 0.3904 Eh. The calculation puts the largest force on an atom at 2.8 eV/A. The molecular weight comes out at 1164.97 g mol⁻¹. The value obtained for the calculated total energy is -4463.64689 hartree.

Löwdin atomic charge list, values in e, 8 entries: number 1, C, carries -0.1156; number 2, C, carries -0.0920; number 3, O, carries 0.0723; number 4, C, carries -0.5832; number 5, O, carries 0.1515; number 6, O, carries 0.0666; number 7, H, carries 0.1213; number 8, H, carries 0.0902

***

Which of these has the lowest calculated total energy?
C39H72O39

***

Among the records above, which one has the lowest energy above the lowest of the compared OMol25 structures with the same formula, charge and spin?
C39H72O39

***

Among the records above, which one has the highest molecular weight?
C39H72O39